# 1
Density functional theory data (ωB97M-V/def2-TZVPD) for a 2-piece molecular cluster, C8H11N4 overall.

For the strongest force on any atom, the calculation gives 3.7 eV/A. The calculation puts the HOMO-LUMO gap at 8.3 eV. The total energy is -530.0121 Ha. The HOMO energy is -12.7668 eV. The calculation puts the LUMO energy at -0.1646 Eh. The total charge is +1. The calculation puts the energy above the lowest of the compared OMol25 structures with the same formula, charge and spin at 551.1 kJ/mol.

Positions of all 23 atoms, in Å:
C  -0.0600  -1.1591  -0.8082
C  1.7444  0.0311  -1.8504
C  -0.4597  0.0442  -0.2604
C  1.4050  1.2406  -1.2354
C  1.0629  -1.2127  -1.6206
C  0.2996  1.2101  -0.4079
C  -1.4178  0.9660  3.6014
C  1.1094  -2.2856  -2.6689
N  -1.1412  3.6966  1.8632
N  -0.7409  2.9609  1.0485
N  -1.6810  1.2656  2.4167
N  -0.1647  2.3269  0.2869
H  -0.5474  -2.0590  -0.8152
H  2.5704  -0.1627  -2.5255
H  -1.3999  0.1134  0.3380
H  1.8034  2.1844  -1.3382
H  -0.6311  1.6178  3.9267
H  0.3051  -2.1830  -3.3520
H  2.0450  -2.3227  -3.0863
H  0.9577  -3.1885  -2.1477
H  -2.0582  4.0082  2.1172
H  -2.4438  0.6327  2.1905
H  -1.8608  0.3113  4.3207

Okay, here come the Löwdin numbers, in e, for every atom: number 1, C, carries -0.017; number 2, C, carries 0.019; number 3, C, carries 0.003; number 4, C, carries 0.021; number 5, C, carries -0.209; number 6, C, carries -0.214; number 7, C, carries -0.058; number 8, C, carries -0.013; number 9, N, carries 0.249; number 10, N, carries -0.058; number 11, N, carries 0.002; number 12, N, carries 0.262; number 13, H, carries 0.098; number 14, H, carries 0.120; number 15, H, carries 0.108; number 16, H, carries 0.100; number 17, H, carries 0.064; number 18, H, carries 0.098; number 19, H, carries 0.060; number 20, H, carries 0.079; number 21, H, carries 0.140; number 22, H, carries 0.062; number 23, H, carries 0.084

=====

# 2
Density functional theory data (ωB97M-V/def2-TZVPD) for an isolated ion of composition C2H7N2O and charge +1.

For the strongest force on any atom, the calculation gives 3.9 eV/A. The calculation puts the HOMO-LUMO gap at 12.2 eV. Its SMILES is CC(=[NH2+])NO. The total energy is -264.8488 Ha. The HOMO energy is -15.7264 eV. The calculation puts the LUMO energy at -0.1293 Eh. The total charge is +1. The calculation puts the energy above the lowest of the compared OMol25 structures with the same formula, charge and spin at 216.2 kJ/mol.

Positions of all 12 atoms, in Å:
C  0.6305  -1.0586  -0.4466
C  0.0669  0.2452  -0.0020
N  -0.0670  1.2137  -0.8813
N  -0.4851  0.3559  1.1675
O  -1.2431  1.3508  1.7681
H  1.0534  -1.1104  -1.4575
H  -0.3038  -1.7091  -0.4372
H  1.4009  -1.4963  0.2308
H  0.3369  1.3122  -1.7948
H  -0.4727  2.1713  -0.5759
H  -0.3676  -0.5442  1.6390
H  -0.7039  2.0941  2.0960

Okay, here come the Löwdin numbers, in e, for every atom: number 1, C, carries 0.030; number 2, C, carries -0.371; number 3, N, carries 0.216; number 4, N, carries 0.030; number 5, O, carries 0.078; number 6, H, carries 0.106; number 7, H, carries 0.138; number 8, H, carries 0.120; number 9, H, carries 0.137; number 10, H, carries 0.186; number 11, H, carries 0.185; number 12, H, carries 0.145

=====

# 3
Density functional theory data (ωB97M-V/def2-TZVPD) for C29H31BrN5O2SeTi as an isolated structure.

For the strongest force on any atom, the calculation gives 1.0 eV/A. The calculation puts the HOMO-LUMO gap (alpha / beta) at 7.4 / 7.4 eV. The total energy is -7372.7411 Ha. The HOMO energy (alpha / beta) is -10.7134 / -10.7136 eV. The calculation puts the LUMO energy (alpha / beta) at -0.1203 / -0.1201 Eh. The total charge is +1. The calculation puts the energy above the lowest of the compared OMol25 structures with the same formula, charge and spin at 9.9 kJ/mol.

Positions of all 70 atoms, in Å:
Ti  0.4438  0.2254  -1.1320
O  3.9709  3.2610  1.7762
C  4.6631  2.4470  0.9277
C  6.0436  2.4043  1.0652
C  6.7952  1.6046  0.2219
C  6.1818  0.8399  -0.7624
C  4.8057  0.8902  -0.9047
C  4.0381  1.6926  -0.0691
C  2.5459  1.7945  -0.2297
O  2.0186  1.0327  -1.3081
N  1.8797  1.3475  0.9954
N  0.6271  0.8795  0.6149
C  -0.0568  0.0884  1.5381
C  -1.3521  -0.1048  1.3642
Br  -1.3196  -1.2600  -2.0948
C  -2.6314  -0.2975  1.1880
C  -3.7143  0.4263  1.8818
C  -3.4593  1.5221  2.7074
C  -4.5012  2.1684  3.3476
C  -5.8092  1.7305  3.1707
C  -6.0707  0.6458  2.3480
C  -5.0271  -0.0019  1.7036
H  3.0309  3.0247  1.7824
H  6.5057  3.0032  1.8385
H  7.8710  1.5782  0.3354
H  6.7724  0.2175  -1.4203
H  4.3125  0.3197  -1.6806
H  2.2476  2.8349  -0.4011
H  2.4072  0.6241  1.4896
H  0.5240  -0.4085  2.3114
H  -2.9340  -1.0397  0.4533
H  -2.4407  1.8651  2.8443
H  -4.2970  3.0165  3.9878
H  -6.6218  2.2375  3.6739
H  -7.0872  0.3033  2.2071
H  -5.2307  -0.8488  1.0590
C  3.0771  -4.3588  1.2766
N  1.7612  -4.3537  0.6602
C  1.2123  -3.3614  -0.0641
Se  2.0672  -1.7414  -0.4586
N  0.0029  -3.7618  -0.4658
C  -0.2617  -5.0398  0.0098
C  -1.3563  -5.8801  -0.1307
C  -1.2698  -7.1159  0.4835
C  -0.1343  -7.4991  1.2079
C  0.9570  -6.6600  1.3434
C  0.8649  -5.4208  0.7264
H  3.5817  -3.4264  1.0453
H  3.6596  -5.1910  0.8845
H  2.9767  -4.4600  2.3564
H  -0.6122  -3.1631  -1.0099
H  -2.2304  -5.5853  -0.6950
H  -2.0980  -7.8061  0.4009
H  -0.1095  -8.4761  1.6703
H  1.8345  -6.9591  1.9001
C  -1.8076  3.6701  -4.6413
C  -1.8468  3.8730  -3.1191
C  -3.2923  3.8648  -2.5998
C  -1.1252  5.1685  -2.7187
C  -1.1413  2.7462  -2.4971
N  -0.5973  1.8596  -2.0181
H  -2.3324  4.5020  -5.1103
H  -2.3016  2.7429  -4.9302
H  -0.7834  3.6550  -5.0128
H  -3.8225  4.7030  -3.0512
H  -3.3253  3.9784  -1.5163
H  -3.8055  2.9432  -2.8730
H  -1.6507  6.0083  -3.1727
H  -0.0951  5.1749  -3.0740
H  -1.1273  5.3059  -1.6375

Okay, here come the Löwdin numbers, in e, for every atom: number 1, Ti, carries 0.544; number 2, O, carries 0.067; number 3, C, carries -0.268; number 4, C, carries -0.003; number 5, C, carries -0.068; number 6, C, carries -0.076; number 7, C, carries -0.034; number 8, C, carries -0.118; number 9, C, carries -0.350; number 10, O, carries -0.318; number 11, N, carries 0.001; number 12, N, carries -0.212; number 13, C, carries -0.164; number 14, C, carries -0.021; number 15, Br, carries 0.178; number 16, C, carries -0.051; number 17, C, carries -0.224; number 18, C, carries -0.033; number 19, C, carries -0.073; number 20, C, carries -0.076; number 21, C, carries -0.073; number 22, C, carries -0.039; number 23, H, carries 0.085; number 24, H, carries 0.124; number 25, H, carries 0.110; number 26, H, carries 0.106; number 27, H, carries 0.104; number 28, H, carries 0.164; number 29, H, carries 0.127; number 30, H, carries 0.128; number 31, H, carries 0.087; number 32, H, carries 0.112; number 33, H, carries 0.107; number 34, H, carries 0.107; number 35, H, carries 0.108; number 36, H, carries 0.113; number 37, C, carries -0.010; number 38, N, carries -0.064; number 39, C, carries -0.623; number 40, Se, carries 0.832; number 41, N, carries 0.118; number 42, C, carries -0.163; number 43, C, carries 0.006; number 44, C, carries -0.066; number 45, C, carries -0.065; number 46, C, carries 0.005; number 47, C, carries -0.152; number 48, H, carries 0.047; number 49, H, carries 0.107; number 50, H, carries 0.106; number 51, H, carries -0.013; number 52, H, carries 0.120; number 53, H, carries 0.112; number 54, H, carries 0.112; number 55, H, carries 0.117; number 56, C, carries -0.024; number 57, C, carries -0.575; number 58, C, carries -0.024; number 59, C, carries -0.026; number 60, C, carries -0.057; number 61, N, carries 0.137; number 62, H, carries 0.099; number 63, H, carries 0.097; number 64, H, carries 0.096; number 65, H, carries 0.099; number 66, H, carries 0.095; number 67, H, carries 0.096; number 68, H, carries 0.098; number 69, H, carries 0.095; number 70, H, carries 0.095